Density functional theory data (wB97M-V/def2-TZVPD) for a cluster of 2 separate species, C3H12N2 in total in a non-equilibrium geometry.

Geometry (Å):
C  0.6558  0.3622  -0.8338
C  -0.0764  0.2626  0.4020
C  -0.1074  -1.3498  0.4473
N  -1.4811  -1.8378  0.8129
N  1.0669  2.3512  -0.7960
H  0.2193  0.5249  -1.7988
H  1.7005  0.0878  -0.8071
H  -1.0389  0.8049  0.3045
H  0.2610  0.6778  1.3428
H  0.1624  -1.9090  -0.4552
H  0.6758  -1.6522  1.1337
H  -2.0767  -2.1841  0.0515
H  -1.4576  -2.4974  1.5993
H  -1.9985  -0.9692  1.0347
H  1.2895  2.5702  -1.7689
H  1.9045  2.5379  -0.2552
H  0.2993  2.9959  -0.6170

ΔE to the lowest compared entry with this formula, charge and spin, kcal/mol: 55.0
LUMO, eV: -8.5
Net charge: +2
Energy, hartree: -230.30253